Entry 1:
{
  "formula": "C40H60BBrIN10OS4Tc",
  "method": "ωB97M-V with the def2-TZVPD basis set",
  "elements": ["Tc", "C", "C", "C", "C", "N", "C", "C", "N", "B", "N", "C", "C", "N", "C", "S", "C", "C", "C", "C", "N", "C", "C", "N", "C", "S", "C", "C", "C", "C", "C", "S", "H", "H", "H", "H", "H", "H", "H", "H", "H", "H", "H", "H", "H", "H", "H", "H", "H", "H", "H", "H", "H", "H", "H", "H", "H", "H", "H", "H", "H", "H", "H", "H", "H", "H", "N", "C", "C", "N", "H", "H", "H", "H", "H", "H", "H", "H", "C", "C", "C", "N", "C", "S", "N", "C", "O", "C", "C", "C", "C", "C", "C", "H", "H", "H", "H", "H", "H", "H", "H", "H", "H", "H", "H", "H", "H", "Br", "C", "C", "C", "C", "C", "C", "I", "H", "H", "H", "H"],
  "coordinates": [[0.86, -0.77, -0.84], [-2.77, -1.63, -3.42], [-3.70, -2.25, -2.39], [-4.57, -1.21, -1.70], [-4.59, -3.27, -3.09], [-2.90, -2.97, -1.31], [-3.13, -4.27, -0.93], [-2.46, -4.48, 0.22], [-1.82, -3.32, 0.57], [-1.30, -3.12, 2.04], [-1.78, -1.75, 2.55], [-3.14, -1.48, 2.48], [-3.37, -0.33, 3.13], [-2.16, 0.12, 3.62], [-1.19, -0.76, 3.26], [0.48, -0.68, 3.67], [-1.99, 1.39, 4.40], [-1.42, 1.08, 5.79], [-1.09, 2.34, 3.61], [-3.36, 2.05, 4.58], [0.22, -3.45, 2.20], [0.63, -3.96, 3.41], [1.93, -4.32, 3.29], [2.33, -4.02, 2.01], [1.27, -3.48, 1.37], [1.22, -3.04, -0.32], [3.63, -4.53, 1.42], [3.30, -5.61, 0.39], [4.48, -5.15, 2.53], [4.43, -3.39, 0.80], [-2.07, -2.42, -0.40], [-1.44, -0.78, -0.47], [-3.38, -1.18, -4.21], [-2.15, -2.40, -3.89], [-2.13, -0.86, -3.00], [-5.21, -0.73, -2.45], [-3.99, -0.43, -1.22], [-5.22, -1.68, -0.96], [-5.15, -2.75, -3.86], [-5.32, -3.72, -2.42], [-4.01, -4.06, -3.58], [-3.76, -4.93, -1.49], [-2.43, -5.35, 0.85], [-1.85, -3.98, 2.67], [-3.83, -2.16, 2.01], [-4.30, 0.18, 3.30], [-0.42, 0.66, 5.73], [-2.07, 0.38, 6.31], [-1.38, 2.00, 6.37], [-0.07, 1.96, 3.54], [-1.07, 3.31, 4.11], [-1.50, 2.49, 2.60], [-4.05, 1.42, 5.13], [-3.81, 2.34, 3.63], [-3.22, 2.96, 5.17], [-0.03, -4.03, 4.25], [2.58, -4.76, 4.02], [2.71, -6.41, 0.85], [4.22, -6.05, 0.02], [2.75, -5.22, -0.47], [4.01, -6.03, 2.96], [4.71, -4.43, 3.32], [5.42, -5.47, 2.09], [3.89, -2.92, -0.03], [5.36, -3.79, 0.40], [4.68, -2.64, 1.55], [3.06, -0.51, -1.19], [3.76, 0.02, 0.03], [2.91, -0.27, 1.24], [1.47, 0.01, 0.97], [3.42, -1.44, -1.40], [3.29, 0.05, -2.01], [3.93, 1.09, -0.10], [4.75, -0.43, 0.13], [3.24, 0.31, 2.11], [2.97, -1.32, 1.52], [1.31, 1.02, 0.98], [0.95, -0.34, 1.86], [-0.46, 5.88, -3.27], [-1.18, 4.54, -3.14], [-1.34, 4.09, -1.69], [-0.04, 3.93, -1.02], [0.69, 2.85, -0.99], [0.16, 1.42, -1.82], [1.90, 2.81, -0.36], [2.81, 3.86, 0.09], [3.97, 3.63, -0.11], [2.27, 5.05, 0.77], [1.19, 4.96, 1.66], [0.76, 6.09, 2.33], [1.40, 7.31, 2.11], [2.48, 7.39, 1.24], [2.93, 6.26, 0.58], [-0.41, 6.19, -4.31], [0.57, 5.82, -2.91], [-0.98, 6.66, -2.71], [-0.66, 3.76, -3.70], [-2.18, 4.61, -3.56], [-1.88, 3.14, -1.62], [-1.88, 4.84, -1.11], [0.35, 4.76, -0.59], [2.47, 2.06, -0.71], [0.71, 4.01, 1.85], [-0.06, 6.03, 3.03], [1.06, 8.19, 2.63], [2.98, 8.34, 1.09], [3.78, 6.30, -0.08], [-0.49, -3.58, -6.11], [-0.30, -1.71, -6.12], [-0.70, -1.01, -7.24], [-0.52, 0.37, -7.31], [0.08, 1.05, -6.27], [0.49, 0.37, -5.14], [0.28, -1.00, -5.07], [0.96, -2.08, -3.39], [-1.14, -1.55, -8.07], [-0.84, 0.90, -8.20], [0.25, 2.12, -6.34], [0.99, 0.89, -4.34]],
  "orbital_gap_ev": [6.05, 4.61],
  "e_lumo_ev": [-8.408, -9.821],
  "e_above_lowest_kcal_mol": 10.1,
  "spin_multiplicity": 4,
  "total_charge": 3
}

=====

Entry 2:
{
  "formula": "C17H33BN6OsSi2",
  "method": "ωB97M-V with the def2-TZVPD basis set",
  "elements": ["H", "N", "B", "N", "C", "Os", "H", "C", "H", "C", "H", "C", "H", "H", "H", "N", "N", "N", "N", "C", "C", "H", "H", "C", "C", "C", "C", "H", "H", "H", "H", "H", "C", "Si", "C", "C", "C", "Si", "C", "C", "C", "H", "H", "H", "H", "H", "H", "H", "H", "H", "H", "H", "H", "H", "H", "H", "H", "H", "H", "H"],
  "coordinates": [[3.38, 2.68, 0.22], [1.92, 1.36, -0.67], [0.16, 0.47, -2.40], [0.96, 1.55, -1.66], [0.98, 2.86, -2.02], [2.40, -0.37, 0.43], [0.33, 3.19, -2.81], [1.96, 3.51, -1.30], [2.20, 4.56, -1.31], [2.57, 2.55, -0.48], [0.19, 0.82, -3.58], [-2.07, -2.99, 2.08], [-1.47, -3.70, 2.67], [-1.39, -2.43, 1.44], [-2.73, -3.58, 1.44], [-1.40, 0.30, -2.08], [1.07, -0.85, -2.36], [-2.19, 0.90, -1.09], [1.83, -1.42, -1.30], [-2.20, -0.47, -2.88], [1.49, -1.42, -3.51], [-1.81, -0.90, -3.79], [1.08, -1.03, -4.43], [-3.45, -0.57, -2.28], [2.44, -2.38, -3.25], [-3.41, 0.31, -1.16], [2.59, -2.44, -1.86], [-4.25, -1.20, -2.57], [2.96, -2.99, -3.98], [-4.25, 0.50, -0.48], [3.18, -3.13, -1.25], [-2.62, -2.36, 2.71], [1.53, -1.56, 3.92], [2.73, -0.85, 2.70], [4.40, -0.53, 3.46], [2.85, -2.23, 1.20], [2.14, 0.80, 1.92], [0.56, 1.59, 2.67], [1.10, 2.17, 4.38], [-0.09, 3.07, 1.69], [-0.98, 0.51, 2.81], [2.07, -2.40, 4.39], [0.62, -1.96, 3.47], [1.24, -0.86, 4.71], [4.69, -1.44, 3.99], [5.14, -0.29, 2.69], [4.35, 0.31, 4.16], [1.95, -2.67, 0.74], [3.71, -2.24, 0.50], [3.14, -2.85, 2.07], [2.95, 1.59, 1.98], [2.07, 2.69, 4.30], [0.35, 2.87, 4.77], [1.21, 1.33, 5.08], [-0.57, 2.74, 0.76], [-0.86, 3.58, 2.30], [0.71, 3.79, 1.46], [-1.35, 0.23, 1.81], [-0.83, -0.39, 3.41], [-1.75, 1.14, 3.29]],
  "orbital_gap_ev": [8.58, 4.87],
  "e_lumo_ev": [-5.656, -10.016],
  "e_above_lowest_kcal_mol": 44.6,
  "spin_multiplicity": 5,
  "total_charge": 2
}

=====

Entry 3:
{
  "formula": "C47H47Cl6N9",
  "method": "ωB97M-V with the def2-TZVPD basis set",
  "elements": ["N", "C", "C", "C", "C", "C", "H", "H", "H", "H", "H", "N", "C", "C", "C", "C", "C", "H", "H", "H", "H", "H", "N", "C", "C", "C", "C", "C", "H", "H", "H", "H", "H", "N", "C", "C", "C", "C", "C", "H", "H", "H", "H", "H", "N", "C", "C", "C", "C", "C", "H", "H", "H", "H", "H", "N", "C", "C", "C", "C", "C", "H", "H", "H", "H", "H", "N", "C", "C", "C", "C", "C", "H", "H", "H", "H", "H", "N", "C", "C", "C", "C", "C", "H", "H", "H", "H", "H", "N", "C", "C", "C", "C", "C", "H", "H", "H", "H", "H", "C", "Cl", "Cl", "Cl", "H", "C", "Cl", "Cl", "Cl", "H"],
  "coordinates": [[-5.22, 19.56, 2.95], [-5.55, 19.72, 4.26], [-4.55, 19.93, 5.25], [-3.18, 20.11, 4.86], [-2.95, 20.04, 3.43], [-3.96, 19.73, 2.52], [-6.58, 19.69, 4.57], [-4.96, 20.04, 6.25], [-2.47, 20.47, 5.60], [-1.95, 20.31, 3.13], [-3.75, 19.57, 1.47], [-1.40, 24.74, 4.88], [-1.05, 25.15, 6.13], [-1.83, 24.93, 7.28], [-3.01, 24.17, 7.13], [-3.29, 23.61, 5.86], [-2.39, 23.88, 4.81], [-0.03, 25.51, 6.15], [-1.60, 25.22, 8.29], [-3.56, 24.11, 8.06], [-4.12, 22.96, 5.64], [-2.78, 23.62, 3.83], [-8.42, 28.66, 5.37], [-8.43, 27.35, 4.93], [-7.53, 26.86, 3.99], [-6.65, 27.71, 3.31], [-6.68, 29.04, 3.74], [-7.56, 29.52, 4.75], [-9.22, 26.72, 5.31], [-7.40, 25.80, 3.82], [-5.98, 27.30, 2.57], [-5.86, 29.66, 3.43], [-7.79, 30.56, 4.94], [-12.39, 23.85, 5.54], [-13.55, 24.40, 5.14], [-13.74, 25.03, 3.90], [-12.71, 25.03, 3.01], [-11.49, 24.38, 3.34], [-11.42, 23.94, 4.67], [-14.38, 24.36, 5.82], [-14.69, 25.51, 3.70], [-12.69, 25.45, 2.01], [-10.68, 24.24, 2.63], [-10.46, 23.57, 5.02], [-8.51, 22.42, -3.92], [-7.24, 22.47, -3.38], [-6.29, 23.48, -3.74], [-6.69, 24.38, -4.75], [-8.08, 24.42, -5.16], [-8.95, 23.33, -4.81], [-6.94, 21.68, -2.71], [-5.27, 23.55, -3.40], [-5.99, 25.14, -5.05], [-8.43, 25.31, -5.66], [-10.01, 23.46, -4.97], [-7.84, 21.33, 8.26], [-7.00, 22.39, 8.26], [-6.64, 23.10, 7.09], [-7.28, 22.76, 5.91], [-8.40, 22.01, 5.95], [-8.55, 21.24, 7.08], [-6.74, 22.67, 9.27], [-6.03, 23.99, 7.05], [-6.92, 23.21, 5.00], [-8.97, 21.83, 5.05], [-9.38, 20.55, 7.09], [-6.73, 23.19, 2.40], [-5.49, 22.91, 2.00], [-4.88, 23.54, 0.97], [-5.67, 24.40, 0.16], [-6.97, 24.64, 0.47], [-7.51, 23.97, 1.61], [-4.95, 22.19, 2.60], [-3.93, 23.21, 0.60], [-5.37, 24.82, -0.79], [-7.53, 25.31, -0.17], [-8.53, 24.18, 1.91], [-9.57, 26.61, -1.56], [-10.18, 25.62, -2.33], [-11.48, 25.21, -2.04], [-12.20, 25.82, -0.97], [-11.54, 26.75, -0.16], [-10.21, 27.11, -0.45], [-9.72, 25.20, -3.20], [-12.04, 24.43, -2.54], [-13.24, 25.59, -0.82], [-12.04, 27.33, 0.60], [-9.61, 27.92, -0.08], [-0.93, 22.96, 1.43], [-0.05, 22.73, 2.49], [0.76, 21.67, 2.56], [0.51, 20.66, 1.69], [-0.50, 20.76, 0.66], [-1.17, 21.98, 0.55], [-0.03, 23.57, 3.17], [1.48, 21.60, 3.35], [1.16, 19.81, 1.85], [-0.75, 19.86, 0.11], [-1.98, 22.26, -0.11], [-2.51, 25.30, -1.72], [-2.60, 23.63, -2.29], [-3.13, 26.55, -2.83], [-0.88, 25.77, -1.27], [-3.17, 25.36, -0.85], [-6.99, 29.13, -1.17], [-7.03, 29.72, 0.47], [-6.32, 27.48, -1.10], [-6.05, 30.29, -1.98], [-8.03, 29.12, -1.50]],
  "orbital_gap_ev": [1.79, 6.32],
  "e_lumo_ev": [1.729, 1.728],
  "spin_multiplicity": 2,
  "total_charge": -1
}

=====

Entry 4:
{
  "formula": "C5H5N",
  "method": "ωB97M-V with the def2-TZVPD basis set",
  "elements": ["C", "C", "C", "C", "C", "N", "H", "H", "H", "H", "H"],
  "coordinates": [[0.92, 2.22, 0.01], [0.46, 1.08, 0.46], [0.03, -0.05, 0.87], [-0.43, -1.22, 1.24], [-1.29, -1.99, 0.38], [-1.97, -2.63, -0.31], [0.64, 2.59, -0.97], [1.60, 2.82, 0.61], [-0.17, -1.66, 2.20], [0.34, -0.30, -2.33], [-0.14, -0.85, -2.17]],
  "orbital_gap_ev": 8.86,
  "e_lumo_ev": -0.853,
  "e_above_lowest_kcal_mol": 89.9,
  "smiles": "C=C=C=CC#N.[H][H]"
}

=====

Entry 5:
{
  "formula": "C4H6N2O2",
  "method": "ωB97M-V with the def2-TZVPD basis set",
  "elements": ["N", "C", "C", "O", "C", "N", "C", "O", "H", "H", "H", "H", "H", "H"],
  "coordinates": [[-1.37, 1.20, 0.18], [-0.69, 0.05, -0.20], [-1.36, -1.23, -0.24], [-2.60, -1.29, 0.00], [0.60, -0.05, -0.25], [1.02, 1.27, -0.35], [1.49, -1.13, -0.03], [2.74, -1.00, 0.09], [-0.94, 2.31, 0.16], [-2.34, 1.25, 0.13], [-0.79, -2.16, -0.46], [0.91, 1.77, 0.58], [2.14, 1.14, -0.17], [1.19, -2.14, 0.56]],
  "orbital_gap_ev": 8.21,
  "e_lumo_ev": -0.835,
  "e_above_lowest_kcal_mol": 96.5,
  "smiles": "N/C(C=O)=C(\\N)C=O"
}

=====

Entry 6:
{
  "formula": "C6H8N2S",
  "method": "ωB97M-V with the def2-TZVPD basis set",
  "elements": ["C", "C", "C", "C", "C", "C", "N", "N", "S", "H", "H", "H", "H", "H", "H", "H", "H"],
  "coordinates": [[-0.98, -1.02, -1.41], [0.98, -1.13, -0.17], [1.15, -1.38, 1.12], [-1.12, 0.12, 1.23], [0.05, -0.32, -0.85], [0.46, 1.03, -1.50], [-1.69, -1.82, -1.82], [-1.06, 1.41, 1.59], [-0.08, -0.82, 2.26], [1.86, -1.33, -0.79], [1.98, -2.11, 1.42], [-1.95, -0.26, 0.63], [1.36, 1.39, -0.90], [-0.36, 1.63, -1.31], [0.71, 0.98, -2.49], [-1.25, 2.12, 0.93], [-0.07, 1.53, 2.05]],
  "orbital_gap_ev": [7.63, 7.63],
  "e_lumo_ev": [-0.013, -0.014],
  "e_above_lowest_kcal_mol": 89.7
}

=====

Entry 7:
{
  "formula": "C4H13N2O",
  "method": "ωB97M-V with the def2-TZVPD basis set",
  "elements": ["C", "C", "C", "C", "N", "N", "H", "H", "H", "H", "H", "H", "H", "H", "H", "H", "H", "H", "H", "O"],
  "coordinates": [[-0.73, 0.85, -1.29], [-0.96, -0.61, -0.93], [-0.20, -1.14, 0.23], [0.66, -2.21, 0.19], [-0.44, -0.51, 1.49], [0.72, 1.08, -1.35], [-1.19, 1.56, -0.62], [-1.16, 1.03, -2.27], [-2.02, -0.80, -0.79], [-0.68, -1.18, -1.81], [0.66, -2.77, -0.75], [1.35, -2.54, 0.97], [0.08, 0.48, 1.62], [-1.45, -0.32, 1.59], [-0.13, -1.05, 2.33], [0.94, 1.95, -1.82], [1.24, 0.34, -1.82], [1.02, 2.08, 0.90], [1.52, 1.98, 2.37], [0.77, 1.79, 1.78]],
  "orbital_gap_ev": [11.42, 5.05],
  "e_lumo_ev": [-7.199, -13.309],
  "e_above_lowest_kcal_mol": 59.4,
  "spin_multiplicity": 2,
  "total_charge": 2
}